Entry 1:
Entry from OMol25: a 2-piece molecular cluster, ClFH3N2P overall at a distorted geometry (ωB97M-V/def2-TZVPD).

Structure (XYZ):
```
8
Properties=species:S:1:pos:R:3:forces:R:3
Cl 0.98449 -2.99921 -0.47526 0.321 -0.971 -0.770
P 0.08652 -1.63056 0.58927 1.172 2.102 1.092
F 1.33709 -1.25331 1.56007 -0.463 0.100 -0.715
N 0.17135 0.96405 -1.01964 -3.907 0.003 -0.510
N -1.07622 -2.12278 1.40479 0.872 -2.113 -1.629
H -1.70524 -1.68760 1.96871 -1.951 1.432 1.752
H -0.68468 1.53589 -0.61820 2.212 -1.355 -0.704
H 0.95472 1.20993 -0.49468 1.742 0.803 1.483
```
Forces are in eV/Å.

Properties
F_max = 3.940 eV/Å
charge = 0
frontier orbital gap (spin up / spin down) = 8.4 / 9.0 eV
relative energy (zero: lowest compared OMol25 entry of this formula, charge and spin) = 3.767 eV

The computed Mulliken charges, all in e, follow:
1. Cl -0.146
2. P 0.621
3. F -0.267
4. N -0.501
5. N -0.451
6. H 0.257
7. H 0.239
8. H 0.249

***

Entry 2:
Entry from OMol25: C17H36CeNO2PSi as an isolated structure at a distorted geometry (ωB97M-V/def2-TZVPD).

Structure (XYZ):
```
59
Properties=species:S:1:pos:R:3:forces:R:3
Ce -0.50565 0.11371 0.14570 0.388 -3.030 -0.277
P -0.80197 0.65427 -2.59263 0.344 -0.210 -0.552
Si 2.22461 0.30156 -0.74089 0.028 0.259 -0.202
O 1.00775 -0.12909 2.05101 0.141 0.528 0.806
O -0.78836 2.12222 0.66431 -0.350 1.306 0.245
N -0.41783 -1.90141 -0.42386 -0.481 2.853 0.685
C 0.79770 0.84039 3.13682 0.303 -0.531 -0.876
C -0.33761 -3.23272 -0.65835 0.181 -0.820 -0.084
C 2.84930 2.07715 -0.47299 0.329 0.109 -0.012
C 1.12044 -1.53143 2.40562 -0.128 -0.116 0.048
C 0.93733 -5.21770 -1.27854 -0.329 -0.081 0.042
C -0.63053 0.81182 3.63617 -0.121 -0.147 0.295
C -1.37739 -5.43268 -0.53809 0.410 0.010 -0.200
C -0.35421 -0.72261 -3.69988 -0.020 -0.066 -0.053
C -2.59193 3.55186 1.37495 -0.224 0.144 0.158
C -0.18308 -6.00987 -0.99674 -0.068 -0.267 0.036
C -0.53366 4.51974 0.18397 -0.167 0.214 -0.249
C -1.46774 -4.06148 -0.38185 0.651 0.306 -0.081
C -1.09254 3.44682 1.11301 0.368 -0.689 0.141
C 0.01976 2.09734 -3.33451 0.010 0.245 -0.029
C -2.54461 0.94675 -3.03435 -0.345 0.071 0.019
C 0.87362 -3.84281 -1.12751 -0.753 0.466 0.415
C 1.97293 -1.79155 3.63383 -0.158 -0.115 -0.060
H 1.60416 -1.29580 4.53982 0.045 -0.174 -0.197
H -3.17229 2.93629 0.67213 0.261 0.245 0.015
H -3.15680 0.08954 -2.72265 0.150 0.146 -0.182
H -0.51591 -0.42819 -4.74462 0.079 -0.135 0.124
H -2.81321 3.18745 2.38881 -0.083 0.127 -0.281
H 1.87113 -5.67430 -1.60969 -0.277 0.023 0.044
H -0.97050 -1.59555 -3.45278 0.091 0.207 -0.027
H -0.21067 2.99371 -2.74272 0.003 -0.197 -0.166
H -2.63366 1.09645 -4.11825 -0.147 -0.022 0.226
H -0.76999 1.63719 4.33742 -0.088 -0.049 0.026
H 0.37503 4.18118 -0.33043 -0.170 0.007 0.275
H -1.26923 4.81841 -0.57802 0.175 -0.110 0.114
H 1.06023 1.80589 2.68602 -0.117 -0.269 0.105
H -0.83977 -0.12235 4.16605 0.000 0.089 -0.006
H -2.23841 -6.05064 -0.29216 0.179 -0.019 -0.116
H -0.28849 5.40960 0.78505 -0.079 -0.183 -0.320
H -1.38661 0.92965 2.84398 0.383 0.088 0.132
H 0.68997 -1.01000 -3.53504 -0.176 0.153 -0.043
H 1.10719 1.96113 -3.31893 -0.212 -0.052 -0.063
H 2.42034 2.75774 -1.22245 0.114 -0.025 0.271
H 1.73522 -3.19357 -1.31838 -0.326 -0.244 0.042
H -2.92298 1.82954 -2.50095 0.104 -0.127 -0.214
H 1.55654 -2.00927 1.51337 -0.215 0.219 0.334
H 2.57584 2.42016 0.53540 0.066 0.077 -0.259
H 0.09870 -1.92756 2.52739 0.299 -0.055 0.068
H 1.94457 -2.86674 3.81710 0.062 0.012 0.027
H -0.12912 -7.09082 -1.12961 0.019 0.259 0.060
H -0.59082 3.59879 2.08490 0.023 -0.210 -0.143
H 1.52530 0.60407 3.92142 -0.280 0.278 -0.106
H -0.33904 2.22988 -4.36284 0.198 0.075 0.129
H 2.63231 0.02411 -2.15667 0.040 -0.116 -0.106
H 3.22094 -0.46101 0.07904 -0.099 -0.273 -0.019
H -2.92852 4.59455 1.28876 -0.008 -0.261 0.136
H 3.00944 -1.50645 3.45847 0.012 0.087 0.030
H -2.37478 -3.57261 -0.01221 0.304 -0.220 -0.151
H 3.94754 2.08928 -0.56191 -0.336 0.211 0.024
```
Forces are in eV/Å.

Properties
F_max = 3.067 eV/Å
charge = 0
frontier orbital gap (spin up / spin down) = 6.4 / 6.4 eV

The computed Mulliken charges, all in e, follow:
1. Ce 0.340
2. P 0.835
3. Si 0.972
4. O -0.267
5. O -0.558
6. N -0.055
7. C -0.331
8. C -0.066
9. C -1.068
10. C 0.016
11. C -0.518
12. C -0.895
13. C -0.498
14. C -1.153
15. C -1.413
16. C -0.409
17. C -1.310
18. C -0.461
19. C 0.784
20. C -1.056
21. C -1.308
22. C -0.030
23. C -1.537
24. H 0.364
25. H 0.212
26. H 0.330
27. H 0.438
28. H 0.320
29. H 0.358
30. H 0.312
31. H 0.242
32. H 0.413
33. H 0.444
34. H 0.189
35. H 0.357
36. H 0.143
37. H 0.350
38. H 0.354
39. H 0.392
40. H 0.051
41. H 0.251
42. H 0.260
43. H 0.206
44. H 0.300
45. H 0.349
46. H 0.173
47. H 0.221
48. H 0.370
49. H 0.420
50. H 0.340
51. H 0.124
52. H 0.479
53. H 0.425
54. H -0.314
55. H -0.344
56. H 0.422
57. H 0.350
58. H 0.314
59. H 0.369

***

Entry 3:
Entry from OMol25: an isolated ion of composition C6H13N2 and charge +1 at a distorted geometry (ωB97M-V/def2-TZVPD).

Structure (XYZ):
```
21
Properties=species:S:1:pos:R:3:forces:R:3
N 2.42725 -0.01319 -0.14864 0.264 1.093 -0.423
N -1.60660 0.46008 -0.72799 0.095 -2.413 1.691
C -0.99519 -0.57200 -0.12011 -3.162 2.959 0.438
C -2.04136 -0.56238 1.06019 -0.874 -0.967 -1.547
C 2.28498 1.45497 -0.45010 -1.221 -1.960 -1.819
C -2.69636 0.60565 0.27972 1.026 1.208 0.150
C 1.42647 -0.79629 0.39963 -0.587 -0.150 1.819
C 0.18884 -1.22651 -0.48294 0.927 -3.151 0.244
H -2.73278 -1.48816 1.04656 1.390 1.323 0.202
H 0.40612 -1.12811 -1.50474 0.340 0.511 -1.518
H -3.70643 0.45327 -0.04279 -0.349 -0.218 -0.594
H 2.96172 2.11270 0.05881 -0.048 0.173 0.980
H 0.95862 -0.27438 1.23190 0.089 0.063 0.512
H 3.23651 -0.56627 -0.36324 0.380 0.792 -0.446
H -1.75106 -0.27562 2.06511 0.471 -0.382 -0.001
H 1.16515 1.72004 -0.38838 1.884 -0.163 0.302
H -1.39830 0.95664 -1.57526 0.137 0.063 -0.431
H 0.06152 -2.35018 -0.35140 -0.050 1.295 0.113
H 1.86049 -1.71578 0.83299 -0.217 0.441 -0.338
H 2.56210 1.58272 -1.51697 -0.349 0.061 0.402
H -2.61168 1.62280 0.69764 -0.145 -0.579 0.264
```
Forces are in eV/Å.

Properties
F_max = 4.353 eV/Å
charge = +1
frontier orbital gap = 7.8 eV
relative energy (zero: lowest compared OMol25 entry of this formula, charge and spin) = 2.470 eV
SMILES = CNCCC1=[NH+]CC1

The computed Mulliken charges, all in e, follow:
1. N -0.201
2. N -0.039
3. C 0.053
4. C -0.244
5. C -0.719
6. C -0.481
7. C -0.939
8. C -0.370
9. H 0.281
10. H 0.404
11. H 0.286
12. H 0.308
13. H 0.454
14. H 0.236
15. H 0.285
16. H 0.151
17. H 0.236
18. H 0.308
19. H 0.400
20. H 0.305
21. H 0.285